Record 1
H18O9 | the ωB97M-V functional and the def2-TZVPD basis

```
27
Properties=species:S:1:pos:R:3:forces:R:3:nbo_charge:R:1
O 3.407 -1.849 2.842 0.159 0.201 0.099 -0.933
H 2.457 -1.733 2.840 -0.214 0.051 -0.083 0.465
H 3.534 -2.791 2.960 0.063 -0.246 -0.028 0.468
O 0.254 0.923 0.020 0.227 -0.091 0.199 -0.949
H -0.307 0.394 -0.547 -0.116 -0.211 -0.208 0.475
H -0.168 1.782 0.041 -0.093 0.363 0.024 0.475
O -1.064 4.466 0.707 0.121 -0.295 -0.161 -0.949
H -0.775 4.834 1.542 0.161 0.085 0.227 0.476
H -1.866 4.944 0.498 -0.215 0.113 -0.124 0.474
O -2.730 -1.333 -2.403 0.308 -0.140 -0.108 -0.950
H -2.846 -1.198 -1.462 -0.054 0.119 0.394 0.477
H -3.613 -1.269 -2.765 -0.201 0.007 -0.150 0.472
O 2.144 5.094 -1.593 0.210 0.081 0.091 -0.937
H 1.409 4.642 -1.178 -0.217 -0.138 0.176 0.471
H 1.806 5.370 -2.445 -0.032 0.067 -0.227 0.466
O -0.035 -3.859 1.378 0.210 -0.021 -0.124 -0.934
H -0.744 -4.479 1.205 -0.168 -0.227 0.021 0.466
H -0.437 -3.180 1.920 -0.092 0.226 0.106 0.468
O -0.642 -4.400 -2.429 0.019 -0.261 -0.143 -0.941
H -1.135 -3.584 -2.521 -0.192 0.354 -0.091 0.477
H -0.560 -4.524 -1.483 0.154 0.023 0.218 0.463
O 4.029 0.366 -0.769 0.155 -0.110 -0.213 -0.940
H 3.101 0.485 -0.569 -0.352 0.006 0.062 0.475
H 4.483 0.956 -0.167 0.125 0.107 0.145 0.465
O -3.223 -0.085 1.074 -0.005 -0.141 -0.311 -0.948
H -3.647 -0.616 1.748 -0.153 -0.154 0.147 0.471
H -2.832 0.645 1.554 0.192 0.232 0.061 0.477
```
Forces are in eV/Å.

2S+1 = 1
energy = -687.920898 hartree
relative energy (zero: lowest compared OMol25 entry of this formula, charge and spin) = 275.4 kJ/mol
SMILES = O.O.O.O.O.O.O.O.O
charge = 0

=====

Record 2
C6H11NO | the ωB97M-V functional and the def2-TZVPD basis

```
19
Properties=species:S:1:pos:R:3:forces:R:3:nbo_charge:R:1
C -1.820 0.783 -0.568 0.084 -0.035 0.228 -0.647
C -1.445 -1.699 -1.019 0.112 0.050 0.173 -0.623
C -1.102 -0.484 -0.213 0.023 0.197 0.139 -0.064
N 2.074 0.856 -0.544 0.161 -0.007 -0.192 -0.824
C -0.212 -0.536 0.775 -0.063 -0.336 -0.238 0.103
C 1.411 0.786 1.794 0.157 -0.023 0.200 0.009
C 2.317 0.894 0.822 -0.206 -0.002 -0.004 -0.066
O 0.064 0.528 1.597 -0.026 0.152 -0.181 -0.517
H 1.173 0.477 -0.794 0.089 -0.082 -0.143 0.388
H 2.838 0.487 -1.097 -0.287 0.080 0.105 0.377
H 0.348 -1.443 0.992 0.011 0.044 0.075 0.175
H 1.664 0.957 2.830 0.019 -0.023 -0.022 0.190
H 3.337 1.107 1.091 0.159 0.022 0.184 0.201
H -2.887 0.688 -0.363 -0.084 0.027 -0.034 0.217
H -1.428 1.612 0.014 -0.056 0.107 -0.038 0.234
H -0.832 -2.549 -0.731 0.015 -0.112 -0.022 0.214
H -1.302 -1.502 -2.082 -0.008 -0.034 -0.087 0.209
H -2.493 -1.962 -0.872 -0.075 -0.067 -0.044 0.214
H -1.704 0.999 -1.630 -0.026 0.042 -0.101 0.210
```
Forces are in eV/Å.

2S+1 = 1
energy = -365.164060 hartree
relative energy (zero: lowest compared OMol25 entry of this formula, charge and spin) = 177.0 kJ/mol
SMILES = CC(C)=CO/C=C\N
charge = 0

=====

Record 3
C3H7N4 | the ωB97M-V functional and the def2-TZVPD basis

```
14
Properties=species:S:1:pos:R:3:forces:R:3:nbo_charge:R:1
C -0.352 0.023 1.276 1.579 1.175 -0.113 0.150
C 0.962 -0.314 0.693 1.906 0.010 -1.290 0.062
C -0.426 0.753 -0.759 -0.453 0.725 1.540 0.616
N -1.066 0.750 0.388 -1.316 -0.144 -1.004 -0.540
N 0.138 -1.468 1.049 -1.409 -1.528 0.415 -0.597
N 0.776 0.115 -0.693 1.435 -1.778 1.264 -0.600
N -0.790 1.516 -1.777 0.838 -0.934 -0.505 -0.751
H -0.513 0.253 2.279 -0.142 -0.280 1.637 0.246
H 2.012 -0.395 1.056 -1.020 0.529 -0.155 0.257
H -0.232 -2.068 0.347 -0.519 -0.073 -1.119 0.430
H 0.298 -2.067 1.857 0.400 0.762 0.313 0.447
H 1.334 -0.357 -1.404 -0.376 0.771 -0.042 0.438
H -1.544 2.140 -1.645 -0.974 0.291 -0.014 0.435
H -0.598 1.119 -2.667 0.050 0.473 -0.927 0.408
```
Forces are in eV/Å.

2S+1 = 1
energy = -337.250858 hartree
relative energy (zero: lowest compared OMol25 entry of this formula, charge and spin) = 140.2 kJ/mol
SMILES = NC1=N[C@H]2[NH2+][C@H]2N1
charge = +1

=====

Record 4
C4H10S2 | the ωB97M-V functional and the def2-TZVPD basis

```
16
Properties=species:S:1:pos:R:3:forces:R:3:nbo_charge:R:1
C 1.995 1.101 -0.688 0.076 0.181 -0.103 -0.697
C 2.062 -0.116 0.176 2.697 0.794 -0.074 -0.168
C -2.927 -0.294 0.032 -0.212 0.008 -0.014 -0.741
C -0.221 -0.546 0.431 -2.898 0.405 0.552 -0.767
H 2.811 1.792 -0.424 -0.166 -0.236 -0.002 0.247
H 1.053 1.636 -0.503 0.295 -0.059 -0.077 0.240
H 2.059 0.847 -1.747 0.016 -0.026 0.146 0.240
H 2.000 0.081 1.253 0.066 0.008 -0.196 0.196
H -3.098 -0.854 0.956 0.068 0.076 -0.128 0.212
H -2.845 0.772 0.258 0.020 -0.135 -0.024 0.209
H -3.785 -0.444 -0.628 0.105 0.019 0.073 0.228
H -0.172 0.522 0.651 -0.382 -0.051 0.133 0.194
H -0.426 -1.099 1.353 0.035 -0.001 -0.029 0.213
H 0.742 -0.860 0.044 -3.786 0.321 0.507 0.192
S 2.214 -1.639 -0.331 4.022 -1.479 -0.993 0.014
S -1.461 -0.896 -0.833 0.045 0.175 0.227 0.189
```
Forces are in eV/Å.

2S+1 = 1
energy = -954.642594 hartree
relative energy (zero: lowest compared OMol25 entry of this formula, charge and spin) = 370.1 kJ/mol
charge = 0

=====

Number 1: strongest force on any atom 0.41 eV/Å, gap between HOMO and LUMO 10.557 eV. Number 2: strongest force on any atom 0.42 eV/Å, gap between HOMO and LUMO 8.906 eV. Number 3: strongest force on any atom 2.61 eV/Å, gap between HOMO and LUMO 10.410 eV. Number 4: strongest force on any atom 4.40 eV/Å, gap between HOMO and LUMO 7.933 eV.